[1]
{"formula": "C15H27FN9O2PmS2", "method": "ωB97M-V with the def2-TZVPD basis set", "symbols": ["Pm", "N", "N", "C", "N", "N", "N", "O", "O", "H", "H", "H", "H", "H", "F", "C", "C", "C", "C", "C", "C", "H", "H", "H", "H", "S", "C", "N", "C", "C", "N", "H", "H", "H", "H", "H", "H", "C", "C", "N", "C", "S", "N", "C", "C", "H", "H", "H", "H", "H", "H", "H", "H", "H", "H", "H", "H"], "xyz": [[0.0429, -0.1427, -0.9176], [0.0972, 2.7256, 0.2082], [-1.2194, 3.1911, 0.3644], [-2.2259, 2.5114, -0.2020], [-3.4757, 2.8791, -0.0005], [-1.8051, 1.5011, -0.9985], [-2.6669, 0.5466, -1.4108], [-3.8390, 0.5022, -1.1954], [-2.0221, -0.3577, -2.0253], [0.5239, 2.5808, 1.1196], [0.6412, 3.4261, -0.2879], [-1.4072, 4.0049, 0.9326], [-3.7016, 3.6562, 0.6006], [-4.2261, 2.3348, -0.3973], [1.6459, -6.4369, -0.8994], [1.4151, -5.1248, -1.0157], [1.1800, -4.6019, -2.2772], [0.9324, -3.2404, -2.3835], [0.9169, -2.3806, -1.2692], [1.1617, -2.9839, -0.0174], [1.4145, -4.3460, 0.1247], [1.1928, -5.2573, -3.1375], [0.7525, -2.8485, -3.3801], [1.1506, -2.3876, 0.8929], [1.6068, -4.8038, 1.0860], [2.1785, 0.3883, 1.0389], [3.7445, -0.1712, 0.6112], [4.7942, 0.0173, 1.4012], [6.0210, -0.5834, 0.8702], [5.5417, -1.1551, -0.4862], [4.1086, -0.8377, -0.4741], [4.7109, 0.4711, 2.2947], [6.3811, -1.3604, 1.5419], [6.7986, 0.1677, 0.7515], [5.6943, -2.2303, -0.5517], [6.0274, -0.6757, -1.3337], [3.4478, -1.1813, -1.1526], [-3.8537, -4.0364, -1.5531], [-2.7770, -4.3743, -0.5338], [-2.0510, -3.1920, -0.0583], [-2.4988, -2.3108, 0.8210], [-1.5431, -0.9079, 1.2539], [-3.6767, -2.5076, 1.3971], [-4.3427, -1.6825, 2.4083], [-5.6840, -1.1854, 1.9018], [-4.2627, -4.9536, -1.9743], [-3.4342, -3.4442, -2.3658], [-4.6802, -3.4723, -1.1188], [-2.0234, -5.0264, -0.9716], [-3.1789, -4.9182, 0.3258], [-1.1089, -3.0547, -0.4013], [-4.1713, -3.3456, 1.1259], [-3.6788, -0.8599, 2.6574], [-4.4599, -2.2908, 3.3056], [-5.5669, -0.6336, 0.9681], [-6.1432, -0.5286, 2.6394], [-6.3749, -2.0108, 1.7255]], "s2": 6.01, "multiplicity": 5, "total_charge": 2, "e_lumo_ev": [-6.420, -6.406], "relative_energy_kj_mol": 32.2}

[2]
{"formula": "C15H27N3O3", "method": "ωB97M-V with the def2-TZVPD basis set", "symbols": ["C", "O", "H", "H", "H", "H", "C", "O", "H", "H", "H", "H", "C", "O", "H", "H", "H", "H", "N", "C", "C", "C", "C", "H", "H", "H", "H", "H", "N", "C", "C", "C", "C", "H", "H", "H", "H", "H", "N", "C", "C", "C", "C", "H", "H", "H", "H", "H"], "xyz": [[2.1899, 1.6107, -0.9796], [1.1916, 1.3813, -2.0557], [3.2203, 1.3648, -1.2360], [2.2685, 2.6773, -0.7694], [1.9351, 0.9958, -0.1164], [1.0849, 0.4321, -2.1513], [-0.0839, -0.7475, -2.7992], [1.3748, -0.7832, -3.0439], [-0.5071, -1.4320, -3.5343], [-0.2563, -0.9328, -1.7390], [-0.4290, 0.2764, -2.9432], [1.6057, -1.6900, -3.2583], [-0.3416, 0.1512, 0.2702], [1.0165, -0.1764, 0.3156], [-0.5259, 1.2171, 0.1361], [-0.7805, -0.3309, -0.6034], [-0.8966, -0.2606, 1.1131], [1.2536, -1.1066, 0.3302], [0.1911, -3.6669, 0.7754], [1.2320, -3.1303, 0.1471], [0.6767, -2.2360, -0.7489], [-0.7090, -2.0945, -0.4999], [-1.0356, -3.1561, 0.3904], [0.2931, -4.3039, 1.5525], [2.2228, -3.4871, 0.3868], [1.2385, -1.4552, -1.2399], [-1.4045, -1.3820, -0.9181], [-1.8510, -3.4667, 1.0269], [-2.8251, 0.4172, -0.5549], [-3.3557, 1.5111, 0.0674], [-3.5587, 1.2028, 1.3569], [-3.2787, -0.1878, 1.5121], [-2.8474, -0.6652, 0.2386], [-2.7111, 0.3928, -1.5582], [-3.5235, 2.4865, -0.3647], [-3.8871, 1.9330, 2.0817], [-3.4643, -0.6993, 2.4450], [-2.3378, -1.5772, -0.0352], [1.1845, 1.1214, 1.7551], [0.9493, 2.1008, 0.8520], [1.8934, 3.1106, 0.9811], [2.6004, 2.7396, 2.1749], [2.2883, 1.4210, 2.5111], [0.6181, 0.3455, 2.0669], [0.0536, 1.9767, 0.2616], [2.0503, 4.0077, 0.4005], [3.4056, 3.2847, 2.6449], [2.5717, 0.8098, 3.3553]], "e_lumo_ev": 0.334, "relative_energy_kj_mol": 1874.3}

[3]
{"formula": "C15H27N5NdO6", "method": "ωB97M-V with the def2-TZVPD basis set", "symbols": ["O", "H", "Nd", "N", "N", "N", "N", "O", "O", "O", "O", "C", "C", "C", "C", "C", "H", "H", "H", "C", "H", "H", "H", "C", "C", "H", "H", "H", "H", "H", "H", "H", "H", "C", "H", "H", "H", "O", "H", "H", "N", "C", "C", "C", "C", "C", "C", "H", "H", "H", "H", "H", "H", "H"], "xyz": [[3.2858, 0.4669, -2.0233], [3.9036, 1.2334, -2.2994], [0.0166, 0.3908, -1.4790], [-0.2921, 2.7847, -1.1551], [1.3059, 1.6172, 0.4814], [-0.8692, -1.8374, -1.7831], [0.2536, -1.3413, 0.4372], [-0.5298, 2.4455, -2.4071], [-0.9088, -2.2548, -3.1539], [0.7802, -1.1336, 1.6956], [1.8061, 1.1493, 1.5933], [1.6023, 2.9263, 0.2223], [0.9421, 3.3917, -0.9334], [-1.0162, -2.8189, -0.8974], [-0.4584, -2.4900, 0.3832], [1.5195, 4.3967, -1.8494], [2.2383, 3.8918, -2.5202], [2.0553, 5.2083, -1.3297], [0.7201, 4.8333, -2.4590], [2.5745, 3.6914, 1.0375], [3.5368, 3.1785, 1.1231], [2.2158, 3.8814, 2.0562], [2.7746, 4.6644, 0.5887], [-1.7040, -4.0709, -1.2383], [-0.7490, -3.3932, 1.5356], [-1.7770, -4.1604, -2.3178], [-2.7041, -4.0417, -0.8143], [-1.1756, -4.9239, -0.8284], [-0.3842, -2.9210, 2.4515], [-0.2556, -4.3658, 1.3721], [-1.8372, -3.5657, 1.6033], [-0.2447, -1.6536, -3.6174], [1.2061, -0.1818, 1.6494], [3.9718, -0.7967, -1.1718], [4.9266, -1.0912, -1.6843], [3.1207, -1.5107, -1.3416], [4.1138, -0.3261, -0.1451], [1.2472, -0.2095, -3.2953], [2.4694, 0.1452, -2.7732], [1.4629, -0.7741, -4.0764], [-1.9181, 0.8892, 0.1575], [-2.4157, 0.2690, 1.3546], [-3.5080, -0.5716, 1.2545], [-4.0539, -1.1091, 2.4158], [-3.4616, -0.8325, 3.6563], [-2.3263, -0.0364, 3.7315], [-1.7726, 0.5272, 2.5761], [-2.6674, 0.9804, -0.5582], [-1.4840, 1.8252, 0.2924], [-3.9483, -0.7540, 0.2631], [-4.9401, -1.7270, 2.3545], [-3.8968, -1.2429, 4.5694], [-1.8513, 0.1785, 4.6852], [-0.8994, 1.1696, 2.6107]], "s2": 3.77, "multiplicity": 4, "total_charge": 1, "e_lumo_ev": [-3.917, -3.931], "relative_energy_kj_mol": 124.3}